# C13H9N11O4PtTe

C13H9N11O4PtTe as an isolated structure (wB97M-V/def2-TZVPD, the Open Molecules 2025 dataset).

Geometry as XYZ:
```
39
C13H9N11O4PtTe | the Open Molecules 2025 dataset | wB97M-V/def2-TZVPD
Pt -0.8500 -0.0174 -1.9187
Te -0.8392 -1.2645 1.2163
O -4.5003 3.4278 0.8920
O -4.5018 1.2011 -0.4779
O -2.9118 -0.0075 -1.5055
O -3.0467 4.9537 1.5824
N 3.0195 1.1308 -2.3181
N 0.0085 -3.3341 -4.2568
N 3.1573 -0.0517 -2.9374
N 1.6281 -1.8424 -3.3627
N 1.0922 0.2088 -2.2761
N -1.3370 -3.4168 -4.1398
N -0.7527 -1.7160 -2.9935
N -1.7945 -2.4738 -3.4030
N -0.2233 2.6184 -0.4789
N -1.0710 1.6910 -0.9113
N 1.8084 1.2965 -1.9202
C -2.2054 3.1623 0.3067
C -2.2724 1.9794 -0.4528
C 1.9504 -0.6001 -2.8841
C 1.5984 -2.7114 2.4131
C 2.6789 -2.9249 3.2556
C 1.0900 -0.6914 3.5693
C 2.9791 -2.0204 4.2677
C -3.2741 3.9163 0.9979
C 0.7718 -1.5846 2.5376
C 0.3273 -2.2781 -3.5361
C 2.1687 -0.9015 4.4156
C -0.8722 3.5252 0.2642
C -3.3362 0.9795 -0.8304
H -4.5388 2.5779 0.3378
H 3.8273 -2.1819 4.9233
H -0.3671 4.3636 0.7101
H 3.2953 -3.8072 3.1140
H 2.3793 -0.1780 5.1974
H 0.7454 2.5087 -0.7956
H 2.3191 -2.2978 -3.9328
H 0.4693 0.1874 3.7012
H 1.3803 -3.4269 1.6293
```

Calculated values
Relative energy (zero: lowest compared OMol25 entry of this formula, charge and spin)   0.559 eV
Charge   -2
Gap between HOMO and LUMO   5.391 eV
Max |F|   0.0100 Eh/bohr
M   705.97 g/mol
E_LUMO   4.63 eV